Entry 1:
# C26H50N10O2

8 unconnected molecules or ions with the total composition C26H50N10O2 (ωB97M-V/def2-TZVPD, the Open Molecules 2025 dataset).

The geometry in XYZ format:
```
88
C26H50N10O2 | the Open Molecules 2025 dataset | ωB97M-V/def2-TZVPD
C -1.155 0.029 -0.475
O -1.675 0.840 -1.236
N -1.603 -1.066 -0.087
N 0.044 0.102 0.073
H -2.506 -1.222 -0.512
H -1.118 -1.646 0.583
H 0.571 0.963 0.080
H 0.251 -0.670 0.690
C -1.356 5.181 -1.417
O -0.942 6.247 -1.761
N -1.000 4.503 -0.400
N -1.999 4.425 -2.220
H -0.318 4.937 0.205
H -1.200 3.513 -0.410
H -1.781 4.475 -3.205
H -2.102 3.499 -1.832
C -8.485 1.710 -2.894
C -7.302 2.181 -3.745
C -6.168 1.142 -3.872
C -6.652 0.239 -4.853
N -7.016 -0.513 -5.615
H -9.263 2.473 -2.926
H -8.364 1.530 -1.826
H -8.841 0.736 -3.231
H -6.906 3.189 -3.624
H -7.752 2.495 -4.687
H -6.117 0.721 -2.868
H -5.147 1.490 -4.024
C -0.538 0.756 -7.607
C 0.127 1.237 -6.369
C 1.573 0.756 -6.066
C 2.132 1.347 -4.831
N 2.616 1.850 -3.884
H -1.431 1.264 -7.971
H -1.025 -0.212 -7.496
H 0.143 0.764 -8.458
H -0.558 0.979 -5.561
H 0.105 2.327 -6.389
H 2.179 0.822 -6.970
H 1.558 -0.321 -5.898
C -2.940 -0.626 4.513
C -3.593 -1.566 5.473
C -4.500 -2.600 4.818
C -5.272 -2.165 3.670
N -5.884 -1.783 2.733
H -2.067 -1.095 4.060
H -2.444 0.168 5.071
H -3.591 -0.180 3.761
H -4.102 -0.839 6.105
H -2.814 -2.137 5.978
H -5.218 -3.012 5.527
H -4.069 -3.468 4.319
C 7.354 -3.279 2.393
C 6.516 -3.385 3.642
C 5.898 -2.063 3.925
C 5.324 -1.427 2.754
N 4.799 -0.951 1.812
H 6.815 -2.939 1.508
H 7.665 -4.317 2.274
H 8.266 -2.683 2.445
H 7.245 -3.658 4.405
H 5.797 -4.203 3.601
H 6.613 -1.534 4.555
H 4.997 -2.256 4.507
C 4.353 5.094 4.847
C 4.166 3.779 5.550
C 3.432 2.644 4.754
C 2.129 3.030 4.229
N 1.113 3.334 3.792
H 4.818 5.839 5.494
H 3.408 5.606 4.665
H 4.913 4.840 3.948
H 3.889 3.862 6.601
H 5.016 3.132 5.765
H 3.280 1.740 5.344
H 4.118 2.245 4.008
C 0.706 -4.974 -2.396
C 2.139 -4.354 -2.321
C 2.691 -4.165 -0.841
C 3.017 -5.348 -0.084
N 3.224 -6.339 0.488
H -0.089 -4.284 -2.113
H 0.623 -5.877 -1.792
H 0.522 -5.400 -3.382
H 2.255 -3.379 -2.794
H 2.840 -4.988 -2.864
H 2.109 -3.584 -0.126
H 3.553 -3.526 -1.033
```

## Properties
Energy relative to the best compared isomer or geometry (same formula, charge and spin)   98.02 kcal/mol
Lowest unoccupied orbital energy   -0.0047 hartree
HOMO level   -9.08 eV
Total energy   -1718.5572 hartree
Gap between HOMO and LUMO   8.95 eV
Charge   0
SMILES   NC(N)=O.NC(N)=O.CCCC#N.CCCC#N.CCCC#N.CCCC#N.CCCC#N.CCCC#N

Entry 2:
# CH2LiO4

A molecular structure, CH2LiO4 (ωB97M-V/def2-TZVPD, the Open Molecules 2025 dataset).

The geometry in XYZ format:
```
8
CH2LiO4 | the Open Molecules 2025 dataset | ωB97M-V/def2-TZVPD
O 0.844 -1.148 -0.334
C 1.412 -0.024 -0.121
O 2.613 0.119 0.175
O 0.647 1.074 -0.180
Li -0.895 -1.485 0.192
H -0.411 0.839 -0.165
O -1.925 -0.028 -0.067
H -2.285 0.653 0.499
```

## Properties
Energy relative to the best compared isomer or geometry (same formula, charge and spin)   0.00 kcal/mol
Lowest unoccupied orbital energy   0.1014 hartree
HOMO level   -4.19 eV
Total energy   -347.9449 hartree
Gap between HOMO and LUMO   6.95 eV
Charge   -1

Entry 3:
# C3H4N2S2

C3H4N2S2 in the gas phase (ωB97M-V/def2-TZVPD, the Open Molecules 2025 dataset).

The geometry in XYZ format:
```
11
C3H4N2S2 | the Open Molecules 2025 dataset | ωB97M-V/def2-TZVPD
C -0.379 -0.158 1.112
C -0.896 0.550 -0.124
C 0.295 0.374 -1.103
H -1.755 0.151 -0.510
H -0.997 1.658 -0.107
H 2.131 -0.758 -0.723
H 1.147 -1.738 1.172
N 1.315 -0.345 -0.342
N 0.810 -0.706 0.842
S -1.126 -0.586 2.499
S 0.532 0.801 -2.664
```

## Properties
Energy relative to the best compared isomer or geometry (same formula, charge and spin)   55.16 kcal/mol
Lowest unoccupied orbital energy   -0.0120 hartree
HOMO level   -8.28 eV
Total energy   -1022.5277 hartree
Gap between HOMO and LUMO   7.96 eV
Charge   0
SMILES   S=C1CC(=S)NN1

Entry 4:
# C14H45BO12

9 unconnected molecules or ions with the total composition C14H45BO12 (ωB97M-V/def2-TZVPD, the Open Molecules 2025 dataset).

The geometry in XYZ format:
```
72
C14H45BO12 | the Open Molecules 2025 dataset | ωB97M-V/def2-TZVPD
C -3.366 -2.571 0.307
C -1.955 -2.165 -0.008
O -1.686 -1.071 -0.516
O -1.032 -3.093 0.284
C 0.287 -2.579 0.568
C 0.357 -2.011 1.958
C 1.697 -1.286 2.159
B 1.468 0.004 3.024
C 0.654 1.221 2.410
O 0.954 1.322 1.025
O -0.209 1.924 0.412
H -3.919 -2.580 -0.624
H -3.412 -3.522 0.814
H -3.785 -1.780 0.914
H 0.961 -3.421 0.494
H 0.594 -1.869 -0.187
H -0.476 -1.347 2.169
H 0.268 -2.819 2.673
H 2.394 -1.911 2.703
H 2.153 -1.035 1.209
H 1.878 0.097 4.137
H -0.411 1.006 2.502
H 0.853 2.171 2.897
H 0.014 1.843 -0.518
C 0.076 5.727 3.037
O 0.038 4.309 3.195
H 0.360 6.157 3.995
H 0.814 6.018 2.287
H -0.905 6.115 2.753
H -0.214 3.931 2.347
C -0.229 -0.715 6.368
O 0.079 -1.496 5.216
H -0.005 0.320 6.125
H -1.286 -0.796 6.630
H 0.381 -1.016 7.223
H -0.113 -2.415 5.419
C -3.879 1.535 -2.438
O -4.272 0.315 -1.812
H -4.569 1.724 -3.258
H -3.931 2.373 -1.739
H -2.863 1.464 -2.835
H -3.652 0.152 -1.092
C -5.088 -1.066 -5.594
O -5.640 -0.891 -4.298
H -5.804 -1.637 -6.181
H -4.917 -0.105 -6.090
H -4.146 -1.621 -5.555
H -5.010 -0.390 -3.770
C 3.377 7.342 3.261
O 2.658 8.083 2.279
H 3.553 6.347 2.861
H 4.341 7.807 3.482
H 2.798 7.253 4.184
H 2.501 8.962 2.628
C 1.722 -1.168 -3.562
O 1.046 -2.222 -2.880
H 2.745 -1.493 -3.734
H 1.257 -0.960 -4.529
H 1.734 -0.253 -2.963
H 0.140 -1.938 -2.724
C 4.868 -2.739 -0.703
O 3.519 -2.815 -0.253
H 5.503 -3.055 0.120
H 5.040 -3.401 -1.556
H 5.136 -1.716 -0.981
H 2.951 -2.540 -0.979
C 0.796 -4.151 -5.472
O 1.794 -3.610 -6.338
H 1.277 -4.403 -4.533
H 0.013 -3.416 -5.276
H 0.352 -5.053 -5.903
H 1.372 -3.383 -7.169
```

## Properties
Energy relative to the best compared isomer or geometry (same formula, charge and spin)   0.00 kcal/mol
Lowest unoccupied orbital energy   0.0148 hartree
HOMO level   -9.33 eV
Total energy   -1487.8808 hartree
Gap between HOMO and LUMO   9.73 eV
Charge   0
SMILES   CC(=O)OCCCBCOO.CO.CO.CO.CO.CO.CO.CO.CO

Entry 5:
# H3N4O2

2 unconnected molecules or ions with the total composition H3N4O2 (ωB97M-V/def2-TZVPD, the Open Molecules 2025 dataset).

The geometry in XYZ format:
```
9
H3N4O2 | the Open Molecules 2025 dataset | ωB97M-V/def2-TZVPD
N -1.209 0.775 0.332
N 1.972 -0.117 0.009
N -1.162 1.817 -0.230
N -1.735 -0.392 0.171
O -0.873 -1.358 0.062
O -2.868 -0.546 0.637
H 2.643 -0.700 -0.557
H 2.221 0.815 -0.288
H 1.011 -0.294 -0.137
```

## Properties
Energy relative to the best compared isomer or geometry (same formula, charge and spin)   18.86 kcal/mol
Lowest unoccupied orbital energy (spin up / spin down)   0.1668 / 0.1665 hartree
HOMO level (spin up / spin down)   -2.69 / -2.50 eV
Total energy   -371.1533 hartree
Gap between HOMO and LUMO (spin up / spin down)   7.23 / 7.03 eV
Charge   -1

Entry 6:
# C4H16NO8

6 unconnected molecules or ions with the total composition C4H16NO8 (ωB97M-V/def2-TZVPD, the Open Molecules 2025 dataset).

The geometry in XYZ format:
```
29
C4H16NO8 | the Open Molecules 2025 dataset | ωB97M-V/def2-TZVPD
O -2.610 -1.496 -0.938
C -1.680 -0.741 -0.684
N -1.690 -0.101 0.525
C -0.621 0.437 1.368
O 0.561 0.399 0.966
O -1.069 0.931 2.411
C -0.607 -0.358 -1.651
C -0.958 -0.838 -3.070
H -2.445 -0.472 1.085
H -0.250 0.667 -1.608
H 0.278 -0.905 -1.296
H -0.947 -1.924 -3.046
H -0.449 -0.258 -3.833
H -2.001 -0.610 -3.284
H 2.786 -0.621 2.719
H 1.364 -0.828 2.141
O 1.989 -1.140 2.821
H 1.683 -2.804 1.970
H 0.842 -2.679 0.712
O 1.384 -3.314 1.190
H 0.860 1.603 3.196
H 2.243 1.583 2.493
O 1.812 1.498 3.347
H -2.521 2.334 -2.076
H -2.105 2.732 -0.669
O -2.013 2.994 -1.593
H 1.728 1.965 -1.290
H 2.002 0.631 -0.687
O 2.436 1.316 -1.217
```

## Properties
Energy relative to the best compared isomer or geometry (same formula, charge and spin)   6.48 kcal/mol
Lowest unoccupied orbital energy   0.1105 hartree
HOMO level   -6.41 eV
Total energy   -818.8294 hartree
Gap between HOMO and LUMO   9.42 eV
Charge   -1